[1]
This record from OMol25 describes C32H85AgN16O14 as an isolated structure in a non-equilibrium geometry. The level of theory is ωB97M-V/def2-TZVPD.

Structure (XYZ):
```
148
Properties=species:S:1:pos:R:3:lowdin_charge:R:1
Ag -1.0627 -3.1619 -3.6677 0.821
C 0.4598 -0.3190 -0.1935 -0.037
C -0.7218 -1.2280 -0.4771 -0.454
C -2.0214 -0.4191 -0.3692 -0.022
O -0.6557 -2.1124 -1.5971 -0.026
H 1.3914 -0.6864 -0.6240 0.055
H 0.5813 -0.1587 0.8778 0.082
H 0.3903 0.5840 -0.8000 0.071
H -0.6500 -1.9014 0.3770 0.130
H -1.9291 0.3084 -1.1756 0.067
H -2.3411 0.0049 0.5827 0.054
H -2.8808 -1.0474 -0.6029 0.090
C -0.7855 0.4135 6.5112 -0.031
C -2.0734 0.8561 5.6629 -0.379
C -2.3752 2.2363 6.3963 -0.141
C -3.3535 3.0718 5.5902 -0.205
C -2.7745 3.4007 4.2220 -0.123
C -2.5120 2.0862 3.3715 -0.421
N -1.7495 1.1105 4.2217 -0.097
O -1.4871 -0.0491 3.4930 -0.057
C -3.9438 1.5280 3.0548 -0.008
C -1.7134 2.4419 2.0921 -0.025
C -3.3088 -0.1575 5.9255 -0.003
H -0.3144 -0.4969 6.1406 0.045
H -1.0728 0.0734 7.5061 0.086
H 0.0592 1.1024 6.5054 0.080
H -2.9285 2.1376 7.3302 0.126
H -1.4638 2.8287 6.4761 0.113
H -3.6189 3.9643 6.1568 0.116
H -4.3294 2.5863 5.5955 0.106
H -1.8569 3.9778 4.3359 0.114
H -3.3930 4.0777 3.6328 0.120
H -4.5546 2.1357 2.3871 0.073
H -3.7217 0.6183 2.4969 0.050
H -4.6115 1.3945 3.9060 0.074
H -0.6502 2.2782 2.2674 0.067
H -2.0301 1.7774 1.2882 0.031
H -1.6525 3.5220 1.9582 0.096
H -3.4903 -0.3605 6.9809 0.082
H -2.9285 -1.0594 5.4459 0.043
H -4.2993 -0.0319 5.4881 0.070
H -0.5404 0.1085 3.5175 0.076
C 3.3941 0.2208 -2.8831 0.015
C 4.8560 0.4981 -3.4654 -0.423
C 5.7069 1.2924 -2.4085 -0.115
C 6.4828 0.5761 -1.2722 -0.118
C 5.8183 -0.8819 -1.1524 -0.054
C 5.9377 -1.6986 -2.6168 -0.405
N 5.6051 -0.7436 -3.7614 0.123
O 5.0738 -1.3729 -4.8951 0.096
C 7.3549 -2.1602 -2.6995 0.006
C 4.8337 -2.7166 -2.5421 -0.047
C 4.8212 1.3453 -4.7311 -0.012
H 2.8144 -0.4872 -3.4753 0.073
H 2.7053 1.0566 -3.0060 0.086
H 3.3410 -0.0401 -1.8262 0.068
H 6.4895 1.7893 -2.9819 0.122
H 5.1127 1.9896 -1.8178 0.127
H 6.3503 1.1410 -0.3495 0.113
H 7.5439 0.5724 -1.5216 0.109
H 4.8056 -0.8882 -0.7494 0.094
H 6.4572 -1.4978 -0.5195 0.120
H 8.0233 -1.5041 -2.1420 0.092
H 7.3928 -3.2278 -2.4829 0.116
H 7.7994 -1.9384 -3.6698 0.102
H 5.0129 -3.3760 -1.6929 0.123
H 3.8984 -2.1753 -2.3992 0.050
H 4.7591 -3.4692 -3.3270 0.116
H 4.5691 2.3499 -4.3916 0.107
H 4.0917 0.9377 -5.4311 0.082
H 5.7800 1.3990 -5.2467 0.109
H 4.2486 -1.7021 -4.5314 0.102
C 3.3203 -0.6562 3.4422 -0.166
C 2.0857 -1.5526 3.0678 -0.241
O 1.0069 -1.3652 3.9664 -0.060
O 4.1528 -1.3847 4.4436 -0.077
H 3.0352 0.3161 3.8442 0.108
H 3.8567 -0.2077 2.6060 0.098
H 2.4049 -2.5947 3.0518 0.111
H 1.9292 -1.2759 2.0252 0.075
H 1.3876 -1.6296 4.8071 0.089
H 3.7232 -1.7531 5.2191 0.077
C 0.3574 3.3394 -0.2023 -0.243
C 1.4065 3.2133 0.8783 -0.241
O 2.6838 3.8137 0.5935 -0.058
O -0.1779 4.6833 -0.1487 -0.067
H -0.5678 2.8029 0.0082 0.079
H 0.7689 3.0320 -1.1636 0.107
H 1.6607 2.1547 0.8238 0.101
H 1.0131 3.6659 1.7885 0.129
H 3.2373 3.1712 1.0434 0.072
H 0.5112 5.3215 0.0501 0.089
C -3.6136 -0.7519 -4.5170 -0.750
O -2.8874 -1.5933 -4.0581 -0.005
N -3.5466 0.4698 -4.2334 0.190
N -4.4140 -0.8641 -5.5980 0.174
H -2.8488 0.7409 -3.5553 0.079
H -4.1507 1.1226 -4.7119 0.126
H -4.7310 0.0257 -5.9554 0.106
H -4.6178 -1.7479 -6.0425 0.124
C -2.0647 3.3419 -3.4391 -0.783
O -2.0343 2.4292 -2.6096 -0.033
N -2.1405 4.6154 -3.0971 0.199
N -2.0756 3.1828 -4.6665 0.199
H -2.0847 4.8716 -2.1218 0.116
H -2.5432 5.3115 -3.7082 0.128
H -1.9819 2.3762 -5.2672 0.118
H -1.9350 4.0340 -5.1916 0.136
C 0.2424 -0.3915 -5.0284 -0.928
O -0.1988 -1.4040 -4.6600 0.037
N 1.0142 -0.1650 -5.9241 0.222
N -0.0158 0.7008 -4.4428 0.205
H 0.9187 0.7370 -6.3684 0.154
H 1.1678 -0.9531 -6.5368 0.157
H 0.8164 1.2665 -4.3565 0.122
H -0.6256 0.5528 -3.6514 0.105
C -5.1686 2.4079 -0.5911 -0.750
O -5.9563 2.0472 0.2750 0.046
N -3.8902 2.3815 -0.5666 0.180
N -5.5144 2.7566 -1.8279 0.158
H -3.4446 1.9749 0.2435 0.069
H -3.4241 2.9358 -1.2706 0.070
H -6.4409 3.0632 -2.0881 0.121
H -4.7186 3.0164 -2.3929 0.074
C -2.3151 -5.9176 0.7365 -0.759
O -1.6142 -6.7099 0.0940 0.003
N -2.2030 -4.5586 0.6287 0.160
N -3.0801 -6.3125 1.6609 0.205
H -2.8740 -3.9407 1.0624 0.065
H -1.4369 -4.3823 -0.0054 0.074
H -3.3776 -7.2566 1.8614 0.147
H -3.5709 -5.4587 1.8851 0.085
C -3.8945 -2.7473 2.8100 -0.868
O -4.7377 -3.6129 2.7558 0.058
N -2.9199 -2.8298 3.6322 0.180
N -3.6365 -1.8167 2.0524 0.185
H -2.2626 -2.0632 3.6156 0.074
H -2.8122 -3.5369 4.3454 0.141
H -2.8305 -1.2383 2.2419 0.071
H -4.0145 -1.7971 1.1160 0.133
C 2.0779 -4.1918 -0.1000 -0.786
O 2.6776 -5.2109 0.0526 0.090
N 1.3732 -3.7147 0.8681 0.191
N 2.1278 -3.4428 -1.1867 0.177
H 1.2856 -4.1748 1.7629 0.140
H 0.6041 -3.1060 0.6271 0.061
H 2.7944 -3.6954 -1.9022 0.085
H 1.5868 -2.5946 -1.0978 0.053
```

Results
HOMO-LUMO gap (alpha / beta) = 6.737 / 2.721 eV
energy = -91044.0194 eV
molar mass = 1026.00 Da
charge = +2
multiplicity = 3
expectation value of S² = 2.009
max |F| = 12.957 eV/A

[2]
This record from OMol25 describes C9H10N2O2S as an isolated structure in a non-equilibrium geometry. The level of theory is ωB97M-V/def2-TZVPD.

Structure (XYZ):
```
24
Properties=species:S:1:pos:R:3:lowdin_charge:R:1
C 2.8068 -0.7983 -1.2265 -0.070
C 2.9571 0.5401 -1.0430 -0.081
C 1.6758 -1.4626 -0.7473 0.000
C 2.1058 1.3839 -0.3121 0.038
C -0.3906 -1.0368 0.6519 -0.156
C 0.8203 -0.7215 -0.0069 -0.210
C 1.0409 0.6764 0.2779 -0.211
C -0.7769 0.1896 1.4054 -0.358
C -1.9958 0.4576 2.2705 -0.016
N 0.0316 1.1747 1.1180 0.154
N -1.4593 0.8970 -1.3798 -0.013
O -1.7201 -1.5458 -1.5313 -0.311
O -3.0568 -0.4178 0.1799 -0.308
S -1.7852 -0.5253 -0.5252 0.690
H 3.5493 -1.3304 -1.7954 0.106
H 3.8081 0.8297 -1.4967 0.067
H 1.3974 -2.4498 -0.7981 0.101
H 2.1414 2.3967 -0.0301 0.098
H -0.7944 -1.9292 1.0216 0.140
H -2.4521 1.1807 1.7660 0.034
H -1.5822 0.6984 3.3460 0.145
H -2.5879 -0.3246 2.3550 0.018
H -1.5562 0.5620 -2.3325 0.076
H -2.1771 1.5552 -1.1672 0.067
```

Results
HOMO-LUMO gap = 9.235 eV
energy = -27402.8065 eV
molar mass = 210.26 Da
max |F| = 7.203 eV/A
ΔE to the lowest compared entry with this formula, charge and spin = 349.1 kJ/mol

[3]
This record from OMol25 describes a 2-piece molecular cluster, C9H14O overall in a non-equilibrium geometry. The level of theory is ωB97M-V/def2-TZVPD.

Structure (XYZ):
```
24
Properties=species:S:1:pos:R:3:lowdin_charge:R:1
C 0.9749 -2.9130 -0.5039 -0.059
C 0.1659 0.3982 -2.1511 -0.022
C 0.7339 -0.8351 -1.8699 -0.055
C -0.9833 0.7849 -1.4713 -0.328
C 0.2407 -1.6396 -0.8575 -0.294
C -1.5413 -0.0616 -0.5056 -0.029
C -0.9271 -1.2597 -0.1765 -0.054
O -1.6237 1.9862 -1.6644 0.030
H 0.5119 1.0655 -2.9307 0.113
H 1.6422 -1.1663 -2.3549 0.113
H -0.9445 2.6525 -1.8474 0.108
H -2.3669 0.2589 0.1159 0.116
H 0.7046 -3.3554 0.4621 0.073
H 2.0125 -2.6304 -0.3049 0.080
H -1.3313 -1.9360 0.5616 0.111
H 0.7777 -3.6902 -1.2386 0.080
C 0.5276 0.8464 2.1482 -0.166
C -0.0854 2.2738 2.0532 -0.144
H 1.2521 0.7052 2.9573 0.059
H -0.2163 0.0763 2.3311 0.051
H 1.0657 0.6862 1.2151 0.054
H -1.0438 2.1275 1.5637 0.049
H 0.5739 2.8813 1.4369 0.057
H -0.1200 2.7445 3.0317 0.056
```

Results
HOMO-LUMO gap = 9.359 eV
energy = -11607.1780 eV
molar mass = 138.21 Da
SMILES = Cc1ccc(O)cc1.CC
max |F| = 1.516 eV/A
ΔE to the lowest compared entry with this formula, charge and spin = 44.3 kJ/mol

[4]
This record from OMol25 describes C37H35GeNNbO3P2S2Se as an isolated structure in a non-equilibrium geometry. The level of theory is ωB97M-V/def2-TZVPD.

Structure (XYZ):
```
83
Properties=species:S:1:pos:R:3:lowdin_charge:R:1
Nb 1.9953 -9.4573 16.5167 1.221
S 0.1606 -10.4345 18.1094 0.201
P 1.3722 -12.1226 17.8339 0.542
C 2.3146 -11.5826 16.4385 -0.676
P 2.8700 -12.3488 14.9789 0.405
S 3.9222 -11.3588 13.6316 0.300
C 1.5942 -13.0679 13.8500 -0.354
C 1.1306 -12.3065 12.7710 -0.133
C 0.2555 -12.8420 11.8388 -0.093
C -0.1445 -14.1778 11.9185 -0.110
C 0.3110 -14.8836 13.0119 -0.104
C 1.2841 -14.4039 13.9365 -0.094
C 3.9436 -13.7210 15.4293 -0.349
C 4.4823 -13.7838 16.7160 -0.097
C 5.4004 -14.7468 17.0115 -0.114
C 5.7340 -15.7811 16.1523 -0.098
C 5.2452 -15.7116 14.8439 -0.086
C 4.4480 -14.6287 14.4611 -0.095
C 2.4887 -12.2073 19.3135 -0.343
C 3.7062 -11.5326 19.3031 -0.075
C 4.5459 -11.6461 20.4467 -0.058
C 4.1123 -12.3492 21.5463 -0.089
C 2.8479 -12.9776 21.5367 -0.081
C 2.0081 -12.8237 20.4589 -0.111
C 0.4353 -13.6072 17.8706 -0.370
C -0.9148 -13.6081 17.6133 -0.102
C -1.6339 -14.7823 17.6651 -0.084
C -1.0371 -15.9710 18.0629 -0.081
C 0.3128 -15.9836 18.4345 -0.072
C 1.0346 -14.8083 18.3309 -0.085
H 1.5896 -11.3144 12.7034 0.039
H -0.1295 -12.1309 11.0579 0.111
H -0.7324 -14.6406 11.1396 0.092
H -0.1442 -15.8440 13.2287 0.089
H 1.6839 -15.0634 14.7167 0.105
H 4.1857 -13.0355 17.4229 0.057
H 5.8556 -14.7645 18.0039 0.102
H 6.2942 -16.6181 16.5407 0.092
H 5.4099 -16.4995 14.1118 0.096
H 4.1688 -14.4420 13.4171 0.104
H 4.0646 -11.1718 18.3446 0.060
H 5.4983 -11.1880 20.4089 0.085
H 4.7309 -12.3161 22.4544 0.104
H 2.5131 -13.4664 22.4451 0.097
H 0.9860 -13.2343 20.3750 0.116
H -1.4391 -12.6625 17.3461 0.098
H -2.6961 -14.8717 17.4202 0.108
H -1.5578 -16.9021 18.1282 0.092
H 0.8062 -16.8867 18.7417 0.098
H 2.0772 -14.7207 18.6372 0.105
O 6.3997 -10.9302 17.6724 0.036
C 6.7418 -9.6040 17.9023 -0.238
C 7.8850 -9.2483 18.6243 -0.027
C 8.2630 -7.9113 18.7019 -0.095
C 7.6578 -6.9995 17.8697 -0.086
C 6.4202 -7.3012 17.2921 0.015
C 5.9156 -8.6188 17.3436 -0.054
C 4.4661 -8.8689 17.1171 -0.519
O 4.0730 -9.2632 15.9096 -0.210
O 3.5133 -8.6803 17.9206 -0.170
H 7.1130 -11.5831 17.8385 0.128
H 8.5695 -10.0010 19.0262 0.114
H 9.0375 -7.7114 19.3758 0.084
H 8.0059 -5.9844 17.8741 0.096
H 5.8708 -6.5216 16.7582 0.115
Se 0.7884 -7.2962 17.6409 0.484
C 2.2863 -6.3950 16.8581 -0.781
N 3.1412 -5.7033 16.4682 0.044
C -1.6737 -8.3017 14.6403 -0.247
Ge 0.0181 -7.9024 13.7302 0.703
C 0.2224 -5.9462 13.8864 -0.231
C 0.1595 -8.2697 11.8136 -0.232
C 1.4039 -8.8773 14.6959 -0.462
H -2.1036 -7.4646 15.2376 0.025
H -1.5258 -9.1252 15.3213 -0.019
H -2.4137 -8.6692 13.9103 0.006
H 0.7411 -5.6705 14.8041 -0.024
H -0.7270 -5.4564 13.8806 -0.005
H 0.8226 -5.5122 13.0633 0.021
H -0.2203 -7.4480 11.2071 0.008
H -0.4452 -9.1179 11.5555 -0.011
H 1.1926 -8.4353 11.4863 0.024
H 2.2119 -9.0518 13.9459 -0.057
```

Results
HOMO-LUMO gap (alpha / beta) = 6.605 / 6.607 eV
energy = -210231.9945 eV
molar mass = 912.25 Da
charge = -1
max |F| = 4.762 eV/A
ΔE to the lowest compared entry with this formula, charge and spin = 0.0 kJ/mol

[5]
This record from OMol25 describes a 2-piece molecular cluster, C4H13N overall in a non-equilibrium geometry. The level of theory is ωB97M-V/def2-TZVPD.

Structure (XYZ):
```
18
Properties=species:S:1:pos:R:3:lowdin_charge:R:1
C -0.2279 -3.1680 1.2761 -0.173
C 1.1691 -2.5936 1.0422 -0.164
H -0.6849 -3.5768 0.3732 0.060
H -0.1490 -3.9797 2.0043 0.060
H -0.9466 -2.4612 1.7013 0.060
H 1.7130 -3.3972 0.6638 0.035
H 1.6229 -2.1963 1.9478 0.064
H 1.1957 -1.7628 0.3334 0.059
C -0.7742 1.6105 -1.8728 -0.131
N -0.9165 2.0227 -0.4379 -0.177
C 0.2343 2.8438 -0.0625 -0.176
H -0.5462 0.5501 -1.9279 0.067
H 0.0616 2.1461 -2.3073 0.055
H -1.6382 2.0044 -2.4037 0.073
H -1.6848 2.6833 -0.4680 0.076
H 0.1577 3.1191 0.9856 0.067
H 1.1667 2.3388 -0.2708 0.071
H 0.2475 3.8169 -0.5768 0.074
```

Results
HOMO-LUMO gap = 10.142 eV
energy = -5847.9848 eV
molar mass = 75.16 Da
SMILES = CNC.CC
max |F| = 1.969 eV/A
ΔE to the lowest compared entry with this formula, charge and spin = 62.4 kJ/mol

[6]
This record from OMol25 describes a single C2N2S3 molecule in a non-equilibrium geometry. The level of theory is ωB97M-V/def2-TZVPD.

Structure (XYZ):
```
7
Properties=species:S:1:pos:R:3:lowdin_charge:R:1
C 0.9345 0.6425 -0.0503 -0.097
C -0.2155 1.1584 0.0445 -0.529
N 1.1786 -0.7040 0.1134 -0.055
N 0.1997 -1.4444 0.0996 -0.499
S -3.2554 -0.2721 0.0949 0.094
S -1.8587 1.5687 0.0033 0.485
S -1.3509 -1.6436 -0.1020 0.601
```

Results
HOMO-LUMO gap = 6.749 eV
energy = -37553.0073 eV
molar mass = 148.24 Da
SMILES = c1nnsssc#1
max |F| = 4.654 eV/A
ΔE to the lowest compared entry with this formula, charge and spin = 470.0 kJ/mol

[7]
This record from OMol25 describes a single C5H9NO molecule in a non-equilibrium geometry. The level of theory is ωB97M-V/def2-TZVPD.

Structure (XYZ):
```
16
Properties=species:S:1:pos:R:3:lowdin_charge:R:1
C 2.2333 -0.3188 0.1714 -0.058
C 1.0031 0.4747 -0.1720 -0.257
C -0.0927 -0.2531 -0.9656 -0.116
N -1.0205 0.1635 0.0531 -0.125
C -2.4190 -0.1133 0.1981 -0.040
C -0.0623 0.7081 0.8929 -0.426
O -0.0617 1.2280 1.9863 0.081
H 1.9638 -1.2822 0.6183 0.087
H 2.8486 0.2395 0.8769 0.082
H 2.8051 -0.5149 -0.7407 0.081
H 1.2301 1.4526 -0.6030 0.149
H -0.3219 0.1414 -1.9567 0.118
H 0.0406 -1.3451 -1.0060 0.125
H -2.4446 0.1016 1.3127 0.118
H -3.0719 0.4672 -0.5108 0.092
H -2.6301 -1.1491 -0.1547 0.088
```

Results
HOMO-LUMO gap = 10.189 eV
energy = -8867.8518 eV
molar mass = 99.13 Da
SMILES = C[C@H]1CN(C)C1=O
max |F| = 2.106 eV/A
ΔE to the lowest compared entry with this formula, charge and spin = 131.3 kJ/mol

[8]
This record from OMol25 describes a single C4H4ClF3 molecule in a non-equilibrium geometry. The level of theory is ωB97M-V/def2-TZVPD.

Structure (XYZ):
```
12
Properties=species:S:1:pos:R:3:lowdin_charge:R:1
C -0.9892 0.8684 -0.3988 -0.024
C 0.1869 0.0841 0.1109 -0.260
C 1.1601 0.6002 0.8017 -0.080
C 0.0558 -1.3657 -0.3048 -0.824
H -0.8758 1.8971 -0.0431 0.081
H -1.0682 0.8597 -1.4989 0.102
H -1.9218 0.6249 0.0851 0.085
H 2.1064 0.1508 1.2285 0.134
F 1.0157 1.9250 1.1681 -0.012
F -0.0162 -1.5206 -1.6724 0.026
F -1.1010 -1.7636 0.3458 0.036
Cl 1.4472 -2.3603 0.1780 0.736
```

Results
HOMO-LUMO gap = 11.236 eV
energy = -24886.9202 eV
molar mass = 144.52 Da
SMILES = C/C(=C\F)C(F)(F)Cl
max |F| = 2.544 eV/A
ΔE to the lowest compared entry with this formula, charge and spin = 30.9 kJ/mol